*w*
C6H8O2 | ωB97M-V/def2-TZVPD

The SMILES is C=C/C=C(/C)C(=O)O. The frontier orbital gap comes out at 9.2 eV. For the HOMO energy, the calculation gives -9.498 eV.

```
! wB97M-V def2-TZVPD RIJCOSX def2/J DEFGRID3
* xyz 0 1
C -2.5131 -0.4351 -0.4521
C -2.0244 0.6862 -0.0256
C -0.6315 1.2417 0.1391
C 0.6362 0.7261 -0.0334
C 1.9574 1.4279 -0.0236
C 0.8671 -0.8068 0.0197
O 1.7280 -1.4685 -0.5049
O -0.0873 -1.4199 0.7727
H -2.0090 -1.3748 -0.5310
H -3.5899 -0.4767 -0.6846
H -2.7833 1.3837 0.3220
H -0.6801 2.3259 0.3053
H 1.8672 2.5270 0.1524
H 2.7339 1.0969 0.6536
H 2.3545 1.3241 -1.0729
H -0.7696 -0.7388 0.9681
*
```



*x*
C6H8O2 | ωB97M-V/def2-TZVPD

The SMILES is C1=C[C@H]2OCO[C@@H]2C1. The frontier orbital gap comes out at 10.4 eV. For the HOMO energy, the calculation gives -9.348 eV.

```
! wB97M-V def2-TZVPD RIJCOSX def2/J DEFGRID3
* xyz 0 1
C -0.7677 -1.6731 0.2158
C 0.4559 -1.4700 0.7714
C 0.5280 0.0392 0.6705
O 1.7280 0.7516 0.1977
C 1.1659 1.8198 -0.4849
O -0.2403 1.6451 -0.7462
C -0.3887 0.2593 -0.5072
C -1.5024 -0.4718 -0.2299
H -1.3989 -2.6393 0.0176
H 1.0157 -2.2894 1.2381
H 0.1873 0.5289 1.5153
H 1.9022 1.8018 -1.4197
H 1.3430 2.6214 0.2326
H 0.2204 -0.2703 -1.3617
H -1.9333 -0.0507 0.7102
H -2.3150 -0.6024 -0.8196
*
```



Energies relative to the minimum, eV: *w* 0.000; *x* 2.297



*w*
C6H8O2 | ωB97M-V/def2-TZVPD

The SMILES is C1O[C@@H]2CO[C@H]3[C@@H]1[C@H]32. The frontier orbital gap comes out at 10.3 eV. For the HOMO energy, the calculation gives -9.280 eV.

```
! wB97M-V def2-TZVPD RIJCOSX def2/J DEFGRID3
* xyz 0 1
C 1.3611 -0.6627 1.0845
O 0.2359 -0.1315 1.8501
C -0.3666 0.4857 0.7087
C -1.2304 1.5404 -0.1006
O -0.5354 1.2283 -1.3514
C -0.1016 -0.1504 -1.3186
C 0.7902 -1.0269 -0.3119
C -0.6602 -0.7758 -0.1720
H 1.7992 -1.5446 1.5901
H 2.0752 0.1826 1.0688
H 0.5055 1.0149 0.4016
H -1.1480 2.6290 0.0938
H -2.2573 1.2088 -0.2585
H -0.1820 -0.5617 -2.3393
H 1.1278 -1.8763 -0.8651
H -1.4132 -1.5600 -0.0801
*
```



*x*
C6H8O2 | ωB97M-V/def2-TZVPD

The SMILES is C[C@@]12C=CO[C@H]1CO2. The frontier orbital gap comes out at 10.0 eV. For the HOMO energy, the calculation gives -8.983 eV.

```
! wB97M-V def2-TZVPD RIJCOSX def2/J DEFGRID3
* xyz 0 1
C -0.5007 1.4342 0.7126
C -0.1998 0.3804 -0.3699
C 1.2345 0.5226 -0.9559
C 1.9305 -0.3476 -0.1578
O 1.1953 -1.1193 0.6496
C 0.0088 -1.0812 -0.1159
C -1.4662 -1.1750 0.1092
O -1.5612 -0.1116 -0.8796
H -0.1381 2.4014 0.3500
H -1.6211 1.5810 0.7939
H 0.0020 1.2721 1.6587
H 1.7310 1.2014 -1.6341
H 2.9916 -0.4001 0.0353
H 0.1790 -1.5366 -1.0977
H -1.9764 -2.1324 -0.1839
H -1.8090 -0.8894 1.0855
*
```



*y*
C6H8O2 | ωB97M-V/def2-TZVPD

The SMILES is C=C=C(C)[C@H]1O[C@@H]1O. The frontier orbital gap comes out at 9.1 eV. For the HOMO energy, the calculation gives -8.458 eV.

```
! wB97M-V def2-TZVPD RIJCOSX def2/J DEFGRID3
* xyz 0 1
C -0.1183 -2.3330 -0.1605
C 0.2514 -1.0841 -0.2252
C 0.7495 0.1256 -0.0453
C 2.2204 0.4382 0.0271
C -0.2145 1.1861 0.1413
O -1.0260 1.7044 -0.9121
C -1.7598 0.6425 -0.4198
O -2.7869 0.8763 0.4964
H 0.4013 -3.0485 0.4701
H -0.9687 -2.7028 -0.7243
H 2.7426 -0.2861 0.6561
H 2.6775 0.4349 -0.9666
H 2.3965 1.4277 0.4597
H -0.0650 1.8798 0.9629
H -2.0393 -0.0912 -1.1660
H -2.4608 0.8302 1.4060
*
```



Energies relative to the minimum, eV: *w* 1.700; *x* 0.000; *y* 0.761



*w*
C6H8O2 | ωB97M-V/def2-TZVPD

The SMILES is C1=C[C@H]2C[C@@H]1OCO2. The frontier orbital gap comes out at 10.4 eV. For the HOMO energy, the calculation gives -9.496 eV.

```
! wB97M-V def2-TZVPD RIJCOSX def2/J DEFGRID3
* xyz 0 1
C -1.3832 -0.3287 -0.9296
C -1.5980 0.2767 0.1697
C -0.2948 0.5135 0.9269
C 0.1647 -0.8811 0.6020
C -0.0612 -0.9396 -0.8425
O 1.0751 0.2078 -1.3371
C 1.6795 0.9556 -0.2866
O 0.4916 1.5445 0.3616
H -2.0703 -0.2726 -1.7510
H -2.6621 0.7908 0.5154
H -0.5942 0.5567 2.1125
H 1.1053 -1.3345 0.8199
H -0.4800 -1.6065 1.1633
H -0.0657 -1.7879 -1.5444
H 2.3418 0.5730 0.7065
H 2.3517 1.7323 -0.6865
*
```



*x*
C6H8O2 | ωB97M-V/def2-TZVPD

The SMILES is O[C@@]12CCCC=C1O2. The frontier orbital gap comes out at 9.6 eV. For the HOMO energy, the calculation gives -8.909 eV.

```
! wB97M-V def2-TZVPD RIJCOSX def2/J DEFGRID3
* xyz 0 1
O 2.3708 -1.0849 0.8272
C 1.7822 -0.2050 -0.0203
C 0.6129 -0.9359 -0.7481
C -0.7335 -0.5753 -0.2184
C -0.9351 0.8800 0.4748
C 0.3134 1.8532 0.1162
C 1.4571 1.2545 0.0918
O 2.4111 0.7944 -0.7221
H 3.1096 -0.6591 1.2520
H 0.9419 -2.0181 -0.8279
H 0.6089 -0.5544 -1.8346
H -0.9029 -1.1481 0.6340
H -1.4716 -0.6654 -0.8872
H -1.1778 0.9024 1.4598
H -1.8654 1.4296 0.0395
H 0.0802 2.8572 -0.1052
*
```



*y*
C6H8O2 | ωB97M-V/def2-TZVPD

The SMILES is O[C@H]1C=COC12CC2. The frontier orbital gap comes out at 9.6 eV. For the HOMO energy, the calculation gives -8.864 eV.

```
! wB97M-V def2-TZVPD RIJCOSX def2/J DEFGRID3
* xyz 0 1
O -1.7449 -0.4101 1.1540
C -0.4077 0.0413 0.9478
C 0.4591 -0.8372 1.7859
C 1.4172 -1.2293 0.8880
O 1.5566 -0.8633 -0.5011
C 0.2426 0.0147 -0.5869
C -0.6334 0.1087 -1.6882
C 0.0992 1.4059 -1.3522
H -2.2970 0.2041 0.5502
H -0.2822 1.1950 1.3952
H 0.4329 -0.9785 2.8111
H 2.2392 -1.9858 1.0589
H -0.2659 -0.6159 -2.4488
H -1.5937 -0.0080 -1.7187
H -0.3728 2.1376 -0.4605
H 1.1510 1.8209 -1.8346
*
```



*z*
C6H8O2 | ωB97M-V/def2-TZVPD

The SMILES is CC(=O)O.C#CC=C. The frontier orbital gap comes out at 9.8 eV. For the HOMO energy, the calculation gives -9.265 eV.

```
! wB97M-V def2-TZVPD RIJCOSX def2/J DEFGRID3
* xyz 0 1
C -1.4237 0.0952 0.5633
C -1.5296 0.3715 -0.9030
O -0.6121 0.7674 -1.5807
O -2.6999 0.0610 -1.4912
H -1.0277 0.9736 1.0624
H -0.5817 -0.6757 0.7005
H -2.3676 -0.1875 1.0226
H -3.3620 -0.2502 -0.8624
C 1.5378 -2.1980 -0.2550
C 1.5275 -1.0989 0.2332
C 1.9482 0.1845 0.7400
C 1.7216 1.3222 0.1018
H 1.4257 -3.1131 -0.7647
H 2.3691 0.1381 1.7384
H 1.1707 1.3338 -0.8733
H 1.9037 2.2760 0.5681
*
```



Energies relative to the minimum, eV: *w* 2.113; *x* 1.714; *y* 2.662; *z* 0.000



*w*
C6H8O2 | ωB97M-V/def2-TZVPD

The frontier orbital gap comes out at 9.1 eV. For the HOMO energy, the calculation gives -8.908 eV.

```
! wB97M-V def2-TZVPD RIJCOSX def2/J DEFGRID3
* xyz 0 1
C -1.8344 -0.7622 -0.6983
C -0.5835 -0.3279 -0.1478
C 0.4547 -0.1337 -0.9080
C 1.6803 0.0835 -0.0609
C 1.1272 -0.0715 1.3139
C -0.2246 -0.3100 1.3212
H -2.3671 0.9972 -0.6109
H -1.7946 -1.0803 -1.7616
H -2.0208 -1.7089 -0.2216
H 0.3950 -0.0404 -2.0278
H 2.2456 -0.8534 -0.2202
H 2.3643 1.5924 -1.2453
H 1.6264 0.2282 2.2479
H -0.9184 -0.5656 2.2079
O -2.8591 0.1149 -0.3720
O 2.4530 1.2053 -0.0391
*
```



*x*
C6H8O2 | ωB97M-V/def2-TZVPD

The SMILES is C=C=C=O.CC(C)=O. The frontier orbital gap comes out at 8.7 eV. For the HOMO energy, the calculation gives -8.924 eV.

```
! wB97M-V def2-TZVPD RIJCOSX def2/J DEFGRID3
* xyz 0 1
C -2.2989 1.6102 -0.5269
C -2.6926 1.0441 0.6094
C -2.2096 0.0318 1.2743
O -2.1439 -0.7756 2.1402
H -1.3111 1.3975 -0.8774
H -3.0128 2.3644 -0.9202
C 2.5363 -0.2697 0.2913
C 1.0862 -0.0264 0.0075
C 0.2934 -1.1010 -0.7413
O 0.5510 0.9720 0.3751
H 2.8171 -1.1053 1.0940
H 2.9476 0.6301 0.6571
H 3.0413 -0.5802 -0.6644
H -0.5862 -0.6457 -1.2099
H 0.0029 -1.9689 0.0768
H 0.9790 -1.5773 -1.5858
*
```



Energies relative to the minimum, eV: *w* 0.482; *x* 0.000



*w*
C5H4N2O | ωB97M-V/def2-TZVPD

The SMILES is N#CC1=CCNC1=O. The frontier orbital gap comes out at 10.2 eV. For the HOMO energy, the calculation gives -10.323 eV.

```
! wB97M-V def2-TZVPD RIJCOSX def2/J DEFGRID3
* xyz 0 1
N -0.4449 3.5060 0.3495
C -0.4829 2.3189 0.2262
C -0.2643 0.9098 0.1195
C 0.6714 0.1892 0.7879
C 0.7113 -1.2033 0.3096
N -0.2723 -1.1814 -0.7646
C -0.9045 0.0160 -0.8776
O -1.8365 0.3419 -1.5445
H 1.3043 0.5831 1.5516
H 0.3355 -1.8819 1.0914
H 1.7627 -1.5620 0.0085
H -0.5798 -2.0362 -1.2576
*
```



*x*
C5H4N2O | ωB97M-V/def2-TZVPD

The SMILES is O=c1cncccn1. The frontier orbital gap comes out at 9.5 eV. For the HOMO energy, the calculation gives -9.512 eV.

```
! wB97M-V def2-TZVPD RIJCOSX def2/J DEFGRID3
* xyz 0 1
O 0.0090 2.1010 -1.5452
C -0.1921 1.4889 -0.5532
C 0.2687 1.2761 0.9080
N 0.9446 0.2228 1.2612
C 1.1498 -0.8447 0.4086
C 0.2327 -1.3157 -0.4984
C -1.0990 -0.6136 -0.4856
N -1.2974 0.7248 -0.4686
H -0.4061 1.7456 1.8644
H 2.1630 -1.3256 0.3323
H 0.4006 -2.2507 -0.7885
H -2.1738 -1.2088 -0.4350
*
```



*y*
C5H4N2O | ωB97M-V/def2-TZVPD

The SMILES is O=c1ccncnc1. The frontier orbital gap comes out at 8.6 eV. For the HOMO energy, the calculation gives -9.838 eV.

```
! wB97M-V def2-TZVPD RIJCOSX def2/J DEFGRID3
* xyz 0 1
O 2.6797 -0.0715 -0.1970
C 1.4494 -0.0971 -0.0203
C 0.7001 1.2078 0.1234
C -0.6257 1.3621 0.1275
N -1.7068 0.5423 -0.2516
C -1.6059 -0.7287 -0.1370
N -0.5678 -1.5560 0.2597
C 0.7111 -1.4076 0.0712
H 1.2994 2.0937 0.2461
H -1.0193 2.3293 0.2211
H -2.5455 -1.3640 -0.3013
H 1.2312 -2.3102 -0.1418
*
```



Energies relative to the minimum, eV: *w* 0.000; *x* 3.094; *y* 1.862



*w*
C5H10N4 | ωB97M-V/def2-TZVPD

Its expectation value of S² is 2.021. The frontier orbital gap (spin up / spin down) comes out at 6.9 / 7.2 eV. For the HOMO energy (spin up / spin down), the calculation gives -14.697 / -18.927 eV.

```
! wB97M-V def2-TZVPD RIJCOSX def2/J DEFGRID3
* xyz 2 3
C 0.8853 2.8122 -0.8959
C 1.0373 1.7001 -1.7092
C 0.1365 2.4286 0.1590
C -0.5856 0.1798 0.7793
C -1.6278 -1.6325 2.2883
N 0.5537 0.6325 -1.1321
N -0.0887 1.0653 0.0059
N -0.9767 -0.6112 1.5504
N 0.8285 -1.9446 -1.0989
H 0.9603 3.8585 -1.1239
H 1.4727 1.6737 -2.7037
H -0.3018 2.9197 0.9411
H -2.2242 -1.0680 3.0703
H -2.2340 -2.2610 1.5347
H -0.8961 -2.3172 2.8770
H 0.7827 -0.8596 -1.0114
H 0.2560 -1.9216 -2.0093
H 1.7276 -2.4214 -1.3257
H 0.2942 -2.2333 -0.1957
*
```



*x*
C5H10N4 | ωB97M-V/def2-TZVPD

Its expectation value of S² is 2.031. The frontier orbital gap (spin up / spin down) comes out at 7.4 / 6.7 eV. For the HOMO energy (spin up / spin down), the calculation gives -15.666 / -17.989 eV.

```
! wB97M-V def2-TZVPD RIJCOSX def2/J DEFGRID3
* xyz 2 3
C -0.1789 -0.7767 -0.1372
C 2.3614 -2.4935 0.4970
C -4.3498 -1.5542 0.1503
C 2.1858 -1.1853 -0.0076
C -3.3425 -0.7606 0.1661
N -1.1774 0.2034 -0.1936
N 1.0389 -0.3022 -0.0696
N 1.0928 2.1764 -0.6792
N -2.2227 -0.3380 0.1556
H -0.6155 -1.8021 0.0229
H 3.2780 -3.3038 0.4443
H 1.7833 -2.8081 1.3709
H -5.3621 -1.0764 0.1491
H -4.3611 -2.6482 0.2171
H 3.0544 -0.7086 -0.3815
H 1.3878 3.1329 -0.4503
H 0.2254 2.5107 -1.0047
H 1.7524 2.1447 -1.4825
H 1.1910 1.3633 -0.0824
*
```



Energies relative to the minimum, eV: *w* 0.000; *x* 0.612